No. 1
Below is C21H37N2O3S4SiTi as an isolated structure, with properties calculated with ωB97M-V/def2-TZVPD.

Output
E_HOMO (spin up / spin down)   -7.20 / -7.79 eV
Kohn-Sham gap (spin up / spin down)   7.505 / 8.097 eV
Multiplicity   2

Last column: Löwdin spin population.
Cartesian coordinates (Å):
Ti -0.672 -1.136 0.077  0.963
C 4.918 -1.709 -0.291  0.000
C 4.779 -0.571 -1.299  0.000
S 3.101 -0.417 -1.955  0.000
C 3.068 1.371 -2.209  0.000
C 1.681 1.888 -2.561  0.000
S 0.312 1.519 -1.447  0.002
C 0.474 2.758 -0.148  0.000
C 1.688 2.668 0.774  0.000
S 1.949 0.992 1.396  0.010
C 3.733 1.057 1.654  0.003
C 4.284 -0.302 2.078  0.000
S 3.782 -1.742 1.108  0.000
H 5.949 -1.727 0.073  0.000
H 4.747 -2.668 -0.786  0.000
H 5.489 -0.741 -2.111  0.000
H 5.045 0.378 -0.834  0.000
H 3.746 1.638 -3.024  0.000
H 3.433 1.849 -1.300  0.000
H 1.374 1.496 -3.533  0.000
H 1.732 2.976 -2.662  0.000
H -0.446 2.641 0.429  0.000
H 0.449 3.750 -0.608  0.000
H 1.545 3.367 1.602  0.000
H 2.586 2.983 0.238  0.000
H 3.966 1.786 2.433  0.000
H 4.209 1.395 0.732  0.000
H 3.946 -0.529 3.090  0.000
H 5.376 -0.255 2.104  0.000
N 1.278 -4.272 -1.329  0.001
C 0.778 -3.034 -1.354  0.002
O 0.950 -2.279 -0.376  0.000
C 0.038 -2.513 -2.546  -0.001
C -1.064 -1.568 -2.034  0.001
H 1.641 -4.625 -0.458  0.000
H 1.014 -4.929 -2.042  0.000
H -0.309 -3.342 -3.172  -0.001
H 0.798 -1.973 -3.123  0.000
H -2.025 -2.089 -2.084  0.005
H -1.146 -0.695 -2.683  0.002
O 0.104 -1.463 2.167  0.006
C -0.512 -2.548 2.128  0.005
O -1.269 -2.837 1.146  0.010
H -0.405 -3.277 2.942  0.001
C -1.274 1.286 3.235  0.000
Si -2.632 0.580 2.176  -0.001
C -3.416 -0.906 3.009  0.000
C -3.979 1.871 2.045  0.000
N -2.029 0.201 0.562  -0.011
C -3.029 0.380 -0.451  0.000
C -3.131 1.576 -1.160  -0.001
C -4.115 1.755 -2.120  0.000
C -5.033 0.747 -2.386  -0.001
C -4.956 -0.441 -1.672  0.000
C -3.968 -0.619 -0.714  0.001
H -1.642 1.422 4.255  0.000
H -0.967 2.265 2.855  0.000
H -0.393 0.646 3.270  0.000
H -3.190 -0.915 4.079  0.000
H -3.085 -1.855 2.587  0.000
H -4.502 -0.859 2.897  0.000
H -4.417 2.036 3.033  0.000
H -4.777 1.554 1.370  0.000
H -3.600 2.828 1.677  0.000
H -2.432 2.375 -0.946  0.000
H -4.168 2.693 -2.659  0.000
H -5.801 0.888 -3.134  0.000
H -5.668 -1.235 -1.857  0.000
H -3.908 -1.546 -0.155  0.001

No. 2
Below is C21H37N6SSc as an isolated structure, with properties calculated with ωB97M-V/def2-TZVPD.

Output
E_HOMO   -4.93 eV
Kohn-Sham gap   5.266 eV
Energy above the lowest of the compared OMol25 structures with the same formula, charge and spin   0.0 kJ/mol

Last column: natural (NBO) charge in e.
Cartesian coordinates (Å):
Sc -0.059 -0.502 0.400  1.098
C -1.280 -3.641 1.363  -0.416
C -2.370 -2.658 1.794  -0.208
N -2.047 -1.249 1.545  -0.720
C -2.426 -0.292 2.587  -0.217
C -1.662 1.017 2.353  -0.227
N -0.218 0.802 2.308  -0.697
C 0.461 0.532 3.570  -0.217
C 0.739 -0.945 3.855  -0.411
C 1.864 -1.571 3.035  -0.210
N 1.619 -1.613 1.583  -0.688
C 2.026 -2.884 0.963  -0.214
C 1.502 -2.961 -0.464  -0.234
N 0.071 -2.617 -0.538  -0.673
C -0.882 -3.654 -0.121  -0.224
H -1.637 -4.645 1.609  0.218
H -0.398 -3.474 1.983  0.203
H -2.528 -2.774 2.869  0.196
H -3.319 -2.925 1.314  0.192
H -2.479 -0.956 0.664  0.426
H -2.166 -0.710 3.560  0.191
H -3.503 -0.086 2.607  0.193
H -1.963 1.770 3.093  0.196
H -1.960 1.430 1.381  0.225
H 0.288 1.445 1.688  0.449
H -0.131 0.954 4.391  0.191
H 1.414 1.070 3.570  0.209
H -0.172 -1.533 3.713  0.200
H 1.009 -1.037 4.911  0.216
H 2.000 -2.600 3.371  0.198
H 2.806 -1.053 3.249  0.193
H 2.107 -0.833 1.111  0.436
H 1.620 -3.694 1.570  0.186
H 3.115 -3.014 0.955  0.197
H 1.729 -3.938 -0.908  0.189
H 2.023 -2.201 -1.051  0.249
H -0.149 -2.248 -1.460  0.432
H -0.458 -4.639 -0.356  0.189
H -1.781 -3.550 -0.735  0.218
C 1.093 0.667 -0.624  -1.123
C 2.075 1.459 -1.329  -0.057
C 2.908 2.422 -0.712  -0.249
C 3.805 3.190 -1.433  -0.212
C 3.928 3.042 -2.812  -0.290
C 3.138 2.093 -3.451  -0.230
C 2.242 1.319 -2.729  -0.217
H 2.827 2.555 0.362  0.191
H 4.421 3.919 -0.917  0.196
H 4.629 3.649 -3.372  0.199
H 3.230 1.949 -4.522  0.196
H 1.639 0.572 -3.236  0.191
S -2.317 -0.640 -1.562  -0.431
C -2.035 0.943 -2.259  0.377
N -2.979 1.382 -3.133  -0.622
C -2.841 2.641 -3.842  -0.210
C -2.052 3.609 -2.972  -0.420
C -0.753 2.944 -2.544  -0.224
N -0.998 1.639 -1.950  -0.598
H -3.715 0.740 -3.363  0.409
H -3.839 3.031 -4.051  0.201
H -2.331 2.501 -4.801  0.183
H -2.646 3.874 -2.093  0.202
H -1.847 4.525 -3.526  0.217
H -0.211 3.544 -1.812  0.218
H -0.081 2.829 -3.399  0.205
H -0.098 1.081 -1.249  0.368

No. 3
Below is a 6-piece molecular cluster, C21H38BBr13ClO2S overall, with properties calculated with ωB97M-V/def2-TZVPD.

Output
E_HOMO   -5.75 eV
Kohn-Sham gap   7.541 eV
Charge   -1

Last column: Mulliken charge in e.
Cartesian coordinates (Å):
C 5.188 1.073 3.072  -0.805
C 6.383 1.668 2.323  -0.625
C 6.026 2.659 1.198  -0.731
C 4.903 3.665 1.510  -0.327
C 3.965 3.963 0.323  -0.978
C 2.478 4.067 0.662  -0.309
C 1.832 2.750 1.120  0.341
Br 1.723 2.702 3.127  -0.213
O 2.520 1.639 0.663  0.264
B 1.784 1.156 -0.558  0.027
Cl 2.924 1.254 -2.075  -0.471
C 1.316 -0.405 -0.367  0.366
Br -0.531 -0.722 -0.638  -0.130
C 2.118 -1.397 -0.044  0.175
C 3.602 -1.253 0.137  -0.729
Br 1.520 -3.198 0.148  -0.263
O 0.658 2.079 -0.714  -0.362
C 0.419 2.504 0.598  -0.203
S -0.719 3.915 0.611  -0.239
H 5.464 0.140 3.575  0.384
H 4.795 1.755 3.831  0.317
H 4.354 0.868 2.394  0.067
H 6.956 0.849 1.870  0.326
H 7.067 2.147 3.036  0.331
H 6.943 3.210 0.950  0.359
H 5.756 2.097 0.295  0.319
H 5.356 4.616 1.822  0.507
H 4.324 3.317 2.366  0.015
H 4.091 3.211 -0.461  0.232
H 4.250 4.923 -0.124  0.580
H 1.932 4.359 -0.245  -0.147
H 2.309 4.855 1.402  0.397
H 3.836 -0.222 0.407  -0.326
H 3.973 -1.922 0.916  0.438
H 4.118 -1.490 -0.800  0.267
H -0.035 1.709 1.208  0.144
H -1.308 3.557 1.758  0.098
Br -4.119 -1.171 0.015  -0.110
C -4.829 -0.321 1.608  -0.591
C -4.032 0.892 2.011  -0.634
Br -2.366 0.408 2.880  -0.130
H -4.829 -1.074 2.390  0.385
H -5.852 -0.046 1.358  0.327
H -4.594 1.469 2.743  0.405
H -3.776 1.520 1.162  0.346
Br 0.568 7.351 -1.336  -0.153
C -0.561 6.794 -2.820  -0.560
C -0.721 5.297 -2.894  -0.262
Br 0.880 4.415 -3.532  -0.104
H -0.102 7.195 -3.719  0.362
H -1.525 7.269 -2.653  0.352
H -1.512 5.048 -3.598  0.408
H -0.947 4.860 -1.926  -0.100
Br -8.184 -0.449 -1.415  -0.182
C -7.224 -2.053 -1.949  -0.414
C -6.052 -1.724 -2.834  -0.225
Br -6.598 -1.299 -4.650  -0.127
H -7.936 -2.711 -2.437  0.399
H -6.869 -2.506 -1.026  0.234
H -5.404 -2.593 -2.912  -0.158
H -5.487 -0.876 -2.462  0.427
Br 0.152 -6.554 0.274  -0.133
C 1.012 -6.467 2.008  -0.652
C 0.960 -7.777 2.748  -0.605
Br -0.812 -8.175 3.443  -0.148
H 0.522 -5.665 2.552  0.411
H 2.046 -6.190 1.815  0.367
H 1.619 -7.746 3.612  0.374
H 1.229 -8.612 2.108  0.360
Br -6.531 -5.087 -4.285  -0.121
C -4.630 -5.306 -3.954  -0.653
C -4.356 -6.003 -2.646  -0.512
Br -4.707 -4.852 -1.120  -0.104
H -4.198 -4.310 -3.974  0.359
H -4.240 -5.886 -4.787  0.383
H -3.306 -6.278 -2.579  0.323
H -4.978 -6.884 -2.519  0.359

Number 1: F_max 0.9 eV/Å. Number 2: F_max 1.3 eV/Å. Number 3: F_max 0.7 eV/Å.